Here is a 5-piece molecular cluster, C28H34F3N4O4P overall from the OMol25 dataset. Energies are from ωB97M-V/def2-TZVPD.

Output
E_tot: -61171.5239 eV
molar mass: 578.57 g mol⁻¹
SMILES: CP(C)C1=C(COO)C(=O)C(CCC(F)(F)F)=CC1=O.c1cc[nH]c1.c1cc[nH]c1.c1cc[nH]c1.c1cc[nH]c1
Kohn-Sham gap: 6.602 eV

```
! RIJCOSX wB97M-V def2-TZVPD def2/J DEFGRID3
* xyz 0 1
C 3.332 -1.598 1.630
P 3.194 -0.738 -0.082
C 4.517 -1.661 -1.115
C 1.458 -1.184 -0.663
C 0.318 -0.424 -0.277
C 0.350 0.859 0.656
O 1.346 1.844 0.302
O 2.193 1.994 1.380
C -1.079 -0.988 -0.828
O -1.970 -0.240 -1.268
C -1.199 -2.589 -0.805
C -2.531 -3.312 -0.331
C -3.670 -2.337 0.212
C -3.352 -1.649 1.602
F -4.097 -2.206 2.676
F -2.012 -1.705 2.002
F -3.758 -0.290 1.490
C -0.064 -3.350 -1.184
C 1.221 -2.478 -1.591
O 1.961 -2.802 -2.530
H 2.699 -1.025 2.391
H 4.419 -1.707 1.943
H 2.812 -2.617 1.499
H 5.551 -1.405 -0.707
H 4.378 -2.794 -1.010
H 4.489 -1.325 -2.208
H -0.708 1.310 0.686
H 0.545 0.508 1.733
H 1.957 2.846 1.839
H -2.937 -4.005 -1.148
H -2.243 -3.997 0.543
H -3.965 -1.609 -0.613
H -4.600 -2.990 0.380
H -0.064 -4.480 -1.196
C -2.793 -1.612 -6.264
C -2.503 -0.293 -6.690
C -2.172 0.434 -5.572
N -2.257 -0.396 -4.487
C -2.629 -1.646 -4.900
H -3.088 -2.444 -6.885
H -2.532 0.083 -7.702
H -1.885 1.469 -5.456
H -2.073 -0.129 -3.533
H -2.747 -2.450 -4.190
C 0.876 6.117 4.632
C 0.931 4.903 5.361
C 1.932 4.141 4.812
N 2.482 4.849 3.776
C 1.846 6.058 3.663
H 0.202 6.944 4.799
H 0.306 4.618 6.194
H 2.300 3.159 5.068
H 3.236 4.532 3.189
H 2.138 6.767 2.904
C 5.471 -1.983 6.174
C 6.448 -3.002 6.051
C 7.281 -2.648 5.018
N 6.840 -1.455 4.511
C 5.740 -1.040 5.214
H 4.662 -1.943 6.888
H 6.532 -3.895 6.651
H 8.145 -3.141 4.601
H 7.259 -0.960 3.742
H 5.245 -0.113 4.969
C -7.336 2.199 -4.106
C -7.094 3.238 -5.038
C -5.869 2.996 -5.611
N -5.362 1.853 -5.056
C -6.251 1.357 -4.142
H -8.207 2.079 -3.480
H -7.743 4.070 -5.265
H -5.316 3.539 -6.362
H -4.470 1.439 -5.286
H -6.035 0.451 -3.596
*
```